[1]
84
Properties=species:S:1:pos:R:3:forces:R:3 method="wB97M-V/def2-TZVPD" homo_lumo_gap_ev="8.21 / 8.03" multiplicity=2 e_above_lowest_kcal_mol=7.1 energy_ev=-90665.98485 total_charge=+2 s_squared=1.104 e_homo_ev="-13.41 / -13.20"
Mn -0.11593 -0.36468 -0.32578 0.19 -1.09 1.17
C 1.12209 3.65508 1.94860 -0.02 -0.02 -0.02
N 0.33782 2.62959 2.64014 0.05 0.04 0.02
C -0.01065 2.93894 4.02492 -0.01 0.02 -0.06
C -0.03472 1.53092 2.00520 -0.02 0.07 0.12
O 0.29182 1.30058 0.82878 -0.03 -0.02 -0.72
C -0.89138 0.50733 2.72460 0.03 0.09 -0.08
O -1.09935 -0.55997 1.82084 0.09 -0.19 0.24
C -2.37820 -1.15908 1.88659 -0.03 0.01 -0.14
C -2.97613 -1.05823 0.49600 0.00 -0.12 -0.03
O -2.22445 -0.74298 -0.44286 0.04 0.51 -0.35
N -4.26176 -1.33029 0.34299 -0.05 -0.03 -0.05
C -4.89570 -1.22946 -0.97272 0.00 -0.01 0.04
C -5.11125 -1.73347 1.46716 0.02 0.04 -0.02
H 0.58142 4.60058 1.97902 -0.01 0.00 0.01
H 1.27918 3.36388 0.91561 -0.02 -0.01 0.00
H 2.08250 3.77999 2.44796 0.00 0.00 0.02
H -0.63325 3.83297 4.05697 -0.01 0.00 -0.02
H 0.89891 3.13276 4.59196 0.02 -0.01 0.00
H -0.54644 2.12547 4.50231 0.00 -0.02 -0.01
H -1.84051 0.97616 2.99525 -0.02 -0.02 0.05
H -0.40350 0.15136 3.63437 0.02 -0.03 0.01
H -3.01626 -0.65557 2.61251 0.01 -0.03 0.07
H -2.28185 -2.20663 2.18036 -0.01 -0.03 0.01
H -4.21276 -0.75915 -1.67116 0.02 0.01 0.00
H -5.79984 -0.62896 -0.88836 0.00 0.01 0.01
H -5.16150 -2.22158 -1.33716 0.00 -0.01 0.01
H -4.63095 -2.49440 2.07984 0.01 -0.01 -0.02
H -6.02650 -2.15885 1.06620 0.01 -0.03 -0.01
H -5.38105 -0.88058 2.09189 0.00 0.02 -0.02
C -0.66687 -3.78873 -2.98349 -0.02 -0.05 0.06
C 0.39772 -4.61172 -2.66236 0.03 -0.06 -0.01
C 1.21390 -4.27619 -1.59197 -0.02 -0.10 0.01
C 0.92834 -3.13391 -0.86625 0.06 -0.07 0.09
N -0.08406 -2.32393 -1.19661 -0.13 0.83 -0.33
C -0.86157 -2.64160 -2.23395 -0.04 -0.12 0.06
C 1.71224 -2.69788 0.31185 -0.04 -0.06 -0.17
C 2.51434 -3.55349 1.04893 0.11 -0.07 0.04
C 3.22302 -3.04900 2.12633 0.00 -0.04 -0.02
C 3.11363 -1.70108 2.43024 0.01 0.03 -0.02
C 2.27149 -0.92036 1.66079 0.08 -0.06 0.02
N 1.57302 -1.40745 0.63191 -0.31 0.55 -0.10
H -1.32872 -4.01761 -3.80662 0.02 0.03 -0.01
H 0.59764 -5.50685 -3.23665 0.00 0.02 0.00
H 2.06587 -4.89048 -1.33765 -0.03 -0.01 0.01
H -1.65813 -1.94602 -2.46058 0.02 -0.01 -0.01
H 2.57492 -4.60191 0.79339 0.01 0.02 0.00
H 3.85276 -3.69910 2.71884 0.00 0.00 -0.01
H 3.67063 -1.26118 3.24566 -0.03 0.00 0.00
H 2.16065 0.13773 1.85559 0.00 0.00 -0.01
C -1.30539 -0.82843 -6.31523 0.02 -0.01 0.01
C -0.15260 -1.37891 -5.76624 0.00 0.01 0.01
C 0.35360 -0.88175 -4.57594 -0.01 0.02 -0.04
C -0.28387 0.17922 -3.92916 0.04 -0.03 0.02
C -1.44059 0.72328 -4.47837 -0.02 -0.01 -0.05
C -1.94697 0.21923 -5.67156 0.00 -0.01 0.05
P 0.43503 0.76167 -2.36390 -0.08 0.00 0.22
C 2.18228 1.00411 -2.75548 0.02 -0.09 0.07
C 3.14810 0.61742 -1.82891 0.00 0.08 -0.05
C 4.49621 0.80226 -2.10690 -0.02 0.01 -0.02
C 4.87853 1.37336 -3.31178 0.00 0.00 0.01
C 3.91840 1.75665 -4.24192 0.00 -0.01 -0.01
C 2.57302 1.57022 -3.96932 0.04 0.01 0.00
C -0.26014 2.41540 -2.06515 -0.03 -0.02 -0.02
C -1.57184 2.48228 -1.58816 0.00 0.07 0.01
C -2.15293 3.70815 -1.30223 0.01 -0.03 0.00
C -1.41922 4.87746 -1.46692 0.00 -0.01 0.01
C -0.10866 4.81458 -1.91543 0.04 -0.02 0.01
C 0.47250 3.58757 -2.21584 -0.02 0.03 -0.01
H -1.69516 -1.21016 -7.25003 0.01 0.01 0.01
H 0.35946 -2.18581 -6.27534 -0.01 0.01 0.01
H 1.26003 -1.30724 -4.15653 0.00 0.02 -0.03
H -1.94092 1.55248 -3.99446 0.03 0.01 -0.03
H -2.83684 0.65800 -6.10381 0.01 -0.01 0.01
H 2.84002 0.17258 -0.89148 0.02 -0.02 0.00
H 5.24845 0.49413 -1.39214 -0.02 0.02 0.01
H 5.92888 1.51919 -3.52907 -0.02 -0.01 -0.01
H 4.22094 2.19287 -5.18463 0.00 0.01 0.01
H 1.82665 1.86341 -4.69874 0.02 -0.02 0.00
H -2.14173 1.56931 -1.44320 -0.02 0.01 -0.01
H -3.17751 3.75630 -0.95454 0.02 -0.01 -0.01
H -1.87228 5.83543 -1.24757 0.01 0.00 0.00
H 0.46807 5.72233 -2.03697 -0.02 0.00 -0.02
H 1.49643 3.55110 -2.56516 -0.01 0.01 0.00

---

[2]
23
Properties=species:S:1:pos:R:3:forces:R:3 method="wB97M-V/def2-TZVPD" homo_lumo_gap_ev=5.38 multiplicity=1 e_above_lowest_kcal_mol=118.2 energy_ev=-18785.46448 total_charge=0 e_homo_ev=-8.67
C -0.04737 -0.25267 -1.54505 0.11 0.16 -2.24
C 0.86185 1.00952 -1.51585 0.26 -1.33 0.04
C 2.26720 0.69232 -0.93485 1.26 2.87 -1.37
S 3.13326 -0.46978 1.84486 -0.25 0.23 -0.62
C -0.51779 -0.93654 -0.26965 -1.14 1.31 0.30
N -1.59488 -0.26354 0.52113 0.92 0.64 1.25
C -0.95425 0.84947 1.28998 2.13 -2.01 -0.86
C -2.20836 -1.17208 1.55560 -0.34 -0.25 -1.46
H 0.55559 -0.96305 -2.24342 -1.16 0.58 1.48
H -0.96841 -0.01967 -2.11889 0.47 0.03 0.12
H 1.12765 1.27500 -2.55983 -0.37 -0.21 0.36
H 0.32780 1.88244 -1.15216 0.36 0.04 0.56
H 2.85173 0.11542 -1.69263 -0.49 0.08 0.97
H 2.45118 0.29232 0.07525 -0.50 -0.74 0.82
H 2.82199 1.69593 -0.82701 -0.64 -1.41 -0.24
H 0.32631 -1.01828 0.37842 0.79 -1.09 0.64
H -1.05272 -1.80644 -0.55932 0.48 -1.46 -0.28
H -0.64517 1.58213 0.56175 -0.26 0.65 0.20
H -1.62393 1.17797 2.03230 -0.70 0.84 0.77
H 0.06728 0.51740 1.80809 -1.95 0.34 -0.72
H -2.64981 -2.09533 1.04830 0.68 1.15 0.64
H -3.07578 -0.60459 1.98561 0.96 -0.60 -0.06
H -1.45338 -1.48794 2.31738 -0.63 0.19 -0.29

---

[3]
74
Properties=species:S:1:pos:R:3:forces:R:3 method="wB97M-V/def2-TZVPD" homo_lumo_gap_ev=5.94 multiplicity=1 e_above_lowest_kcal_mol=135.3 energy_ev=-59160.24871 total_charge=+3 e_homo_ev=-15.03
Tl -1.28209 -0.20317 -0.83682 2.31 -4.81 3.65
P 2.96851 0.78193 1.26198 0.26 0.36 0.76
P -0.92068 2.53116 -1.25741 1.51 2.22 1.45
P 3.09804 -0.31798 -0.65403 0.44 -0.85 -0.59
H -0.86342 -4.40834 1.09906 0.29 -0.09 0.00
C 0.21494 -4.57562 1.11047 1.12 0.98 1.27
C 1.00982 -3.98935 2.05419 -1.08 -0.71 -1.45
H 0.58757 -3.34539 2.82555 0.07 -0.18 -0.09
C 1.38753 0.63767 2.12224 -0.37 -0.17 -0.19
C 3.35440 2.52261 0.96412 -0.14 0.19 -0.25
C 4.29494 0.08688 2.28614 0.05 -0.30 -0.21
C -2.57641 1.92235 -2.37538 0.05 1.50 -0.25
C -1.64357 3.72978 -0.20034 -0.79 0.90 0.46
C 0.10878 3.37591 -2.38759 0.33 0.81 -1.41
C 2.97834 -2.06657 -0.22347 0.07 -0.02 0.04
C 4.72727 0.03974 -1.34835 0.14 0.19 0.14
C 1.90968 0.08905 -1.95192 -0.30 0.20 -0.20
H 0.63223 -5.24433 0.35713 -0.13 0.11 0.22
H 2.08271 -4.18859 2.08809 -0.28 -0.03 0.06
H 0.99959 -0.39312 2.12016 0.19 0.27 0.02
H 0.61756 1.27601 1.65812 0.33 -0.24 0.11
H 1.53843 0.95679 3.16691 0.06 -0.06 -0.31
H 2.41390 3.07196 0.82393 0.26 -0.09 0.05
H 3.99449 2.68174 0.08444 -0.12 -0.12 0.31
H 3.87345 2.92137 1.84709 -0.15 -0.10 -0.17
H 4.13229 -0.97646 2.51591 -0.08 0.33 -0.05
H 4.29393 0.65796 3.22412 0.00 -0.09 -0.15
H 5.27749 0.19593 1.80528 -0.28 0.08 0.10
H -2.77730 2.96964 -2.56738 -0.31 0.27 -0.12
H -3.41252 1.46213 -1.83342 0.29 -0.01 -0.16
H -2.25315 1.44338 -3.30103 0.06 -0.11 0.35
H -2.33171 4.39514 -0.73248 0.02 0.01 0.19
H -0.79062 4.32675 0.14139 -0.11 0.03 0.07
H -2.13025 3.30381 0.68316 0.02 -0.01 -0.22
H -0.42872 4.17224 -2.90664 0.11 0.03 -0.16
H 0.61835 2.74109 -3.11213 -0.14 -0.01 -0.03
H 0.87176 3.84703 -1.75459 -0.11 -0.06 -0.05
H 2.96520 -2.62432 -1.17036 0.00 0.06 0.17
H 2.06281 -2.29890 0.33708 0.02 0.07 -0.16
H 3.84113 -2.40293 0.36915 -0.15 0.20 -0.21
H 4.75277 -0.45441 -2.33128 0.04 0.09 0.25
H 5.54002 -0.35292 -0.72845 -0.16 0.03 -0.08
H 4.87207 1.12010 -1.49566 -0.06 -0.31 -0.03
H 2.37859 0.01231 -2.94607 0.23 0.06 0.42
H 1.53303 1.11922 -1.82503 0.05 -0.56 -0.03
H 1.09049 -0.64842 -1.94053 0.33 0.45 0.15
C -2.35508 -1.30688 -2.99044 -1.01 -0.03 3.36
C -3.10190 -0.61532 -3.89119 0.34 -0.53 -1.02
C -3.19557 -1.21594 -5.10755 -0.30 0.47 -2.06
C -2.44656 -2.35116 -5.44825 0.33 -0.08 0.60
C -1.54625 -2.90764 -4.51658 0.08 0.49 -1.06
C -1.43267 -2.34238 -3.25401 -0.83 0.48 0.10
O -2.93166 -0.98528 -1.70962 0.52 -0.99 -1.01
H -1.66978 1.38290 -1.48447 -1.72 0.77 -1.71
H -3.59011 0.26541 -3.48935 -0.79 -0.82 -0.87
H -3.85152 -0.75514 -5.84205 0.09 -0.30 -0.15
H -2.53260 -2.75990 -6.45128 -0.04 -0.05 0.28
H -0.92055 -3.75456 -4.79748 -0.18 0.21 0.03
H -0.74701 -2.74146 -2.50595 -0.53 -0.14 0.05
C -1.35016 -1.34493 4.60318 -0.01 0.05 0.08
C -2.09820 -1.19104 3.28894 -0.14 0.06 0.01
O -1.80334 0.05231 2.62404 0.16 0.11 0.04
C -2.19300 1.22015 3.36615 0.01 -0.23 0.05
C -3.68958 1.35061 3.59389 -0.09 0.00 0.09
H -0.26610 -1.31495 4.43891 -0.09 0.01 0.05
H -1.59350 -2.30460 5.07107 0.02 0.16 -0.10
H -1.61157 -0.55155 5.31626 0.06 -0.33 -0.12
H -1.78663 -1.96810 2.57483 -0.24 0.17 0.20
H -3.18602 -1.25596 3.45237 0.35 -0.16 -0.13
H -1.68073 1.23874 4.34509 -0.04 0.14 -0.45
H -1.81645 2.05068 2.75577 -0.04 0.02 0.16
H -4.04834 0.64957 4.35917 0.07 0.20 -0.23
H -3.89716 2.36214 3.95570 -0.03 -0.14 0.02
H -4.26967 1.19344 2.67754 0.16 -0.01 0.10